{"formula": "C38H34CuN5O3P2S3Te", "method": "ωB97M-V/def2-TZVPD", "species": ["Cu", "C", "C", "N", "N", "C", "N", "S", "C", "C", "C", "C", "C", "N", "H", "H", "H", "H", "H", "H", "H", "H", "H", "H", "Te", "C", "C", "C", "N", "C", "C", "C", "P", "C", "C", "C", "C", "C", "C", "C", "C", "C", "C", "C", "C", "P", "C", "C", "C", "C", "C", "C", "C", "C", "C", "C", "C", "C", "H", "H", "H", "H", "H", "H", "H", "H", "H", "H", "H", "H", "H", "H", "H", "H", "H", "H", "H", "H", "H", "H", "H", "H", "O", "S", "O", "O", "S"], "xyz": [[0.341, -0.345, -2.067], [0.572, 2.850, -4.877], [0.768, 1.632, -4.027], [-0.193, 1.177, -3.232], [-1.406, 1.858, -3.284], [-2.525, 1.165, -3.568], [-3.684, 1.861, -3.397], [-2.531, -0.412, -4.136], [1.974, 0.882, -4.038], [3.109, 1.216, -4.828], [4.186, 0.382, -4.879], [4.169, -0.821, -4.136], [3.069, -1.063, -3.348], [2.007, -0.258, -3.249], [0.693, 3.766, -4.291], [1.271, 2.884, -5.707], [-0.440, 2.861, -5.281], [-1.486, 2.684, -2.693], [-3.726, 2.644, -2.756], [-4.510, 1.291, -3.444], [3.119, 2.139, -5.389], [5.042, 0.641, -5.490], [4.986, -1.527, -4.162], [3.026, -1.963, -2.742], [-1.863, -1.652, 2.586], [-0.418, -1.622, 4.110], [0.938, -1.522, 3.820], [1.841, -1.481, 4.869], [1.499, -1.532, 6.156], [0.199, -1.635, 6.419], [-0.789, -1.686, 5.447], [-0.725, -0.662, 1.162], [-0.282, -1.504, -0.327], [-1.637, -2.597, -0.873], [-1.365, -3.779, -1.555], [-2.399, -4.539, -2.079], [-3.716, -4.126, -1.929], [-3.993, -2.942, -1.263], [-2.957, -2.181, -0.744], [0.985, -2.707, 0.242], [0.668, -3.825, 1.015], [1.668, -4.640, 1.521], [3.003, -4.356, 1.258], [3.329, -3.258, 0.477], [2.324, -2.444, -0.029], [-0.986, 1.029, 1.094], [-1.239, 1.648, 2.771], [-2.486, 2.024, 3.248], [-2.630, 2.403, 4.575], [-1.534, 2.400, 5.423], [-0.282, 2.032, 4.947], [-0.134, 1.664, 3.621], [0.424, 1.986, 0.505], [0.319, 3.376, 0.535], [1.384, 4.157, 0.115], [2.557, 3.558, -0.324], [2.678, 2.177, -0.317], [1.618, 1.392, 0.111], [1.279, -1.456, 2.793], [2.904, -1.403, 4.659], [-0.077, -1.667, 7.468], [-1.829, -1.745, 5.746], [-0.341, -4.107, -1.690], [-2.174, -5.454, -2.613], [-4.522, -4.719, -2.342], [-5.013, -2.595, -1.163], [-3.184, -1.238, -0.260], [-0.369, -4.058, 1.222], [1.405, -5.500, 2.124], [3.783, -4.994, 1.653], [4.365, -3.033, 0.253], [2.581, -1.593, -0.650], [-3.338, 2.025, 2.582], [-3.603, 2.701, 4.944], [-1.652, 2.691, 6.460], [0.576, 2.022, 5.607], [0.842, 1.374, 3.250], [-0.592, 3.845, 0.875], [1.290, 5.235, 0.124], [3.382, 4.172, -0.664], [3.595, 1.703, -0.642], [1.735, 0.322, 0.155], [-2.825, 4.214, 0.990], [-3.003, 3.606, -0.304], [-4.356, 3.521, -0.802], [-2.018, 3.994, -1.298], [-2.672, 1.442, -0.039]], "e_above_lowest_kcal_mol": 0.0, "multiplicity": 2, "lumo_energy_ev": [2.07, 2.07], "e_tot_ha": -5753.867530, "homo_ha": [-0.1100, -0.1877], "s2": 0.77, "charge": -1, "gap_ha": [0.1860, 0.2637]}

{"formula": "C38H34InN3O5SSiTe", "method": "ωB97M-V/def2-TZVPD", "species": ["In", "O", "C", "C", "C", "C", "C", "C", "C", "N", "N", "C", "O", "C", "C", "C", "C", "C", "C", "H", "H", "H", "H", "H", "H", "H", "H", "H", "H", "Te", "C", "C", "C", "C", "C", "C", "C", "C", "C", "C", "C", "C", "H", "H", "H", "H", "H", "H", "H", "H", "H", "H", "C", "Si", "C", "C", "C", "C", "H", "H", "H", "H", "H", "H", "H", "H", "H", "O", "N", "O", "C", "O", "C", "C", "C", "C", "S", "C", "C", "H", "H", "H", "H", "H"], "xyz": [[-0.764, 0.406, 0.056], [-2.024, 1.961, -0.682], [-2.478, 2.121, -1.897], [-2.796, 3.426, -2.335], [-3.247, 3.665, -3.611], [-3.428, 2.617, -4.530], [-3.153, 1.339, -4.123], [-2.675, 1.059, -2.824], [-2.521, -0.320, -2.468], [-2.056, -0.747, -1.339], [-2.230, -2.110, -1.111], [-1.739, -2.513, 0.224], [-1.176, -1.587, 0.965], [-2.526, -3.575, 0.935], [-2.421, -3.637, 2.321], [-3.121, -4.599, 3.034], [-3.927, -5.507, 2.360], [-4.031, -5.447, 0.977], [-3.334, -4.484, 0.259], [-2.660, 4.235, -1.628], [-3.469, 4.684, -3.912], [-3.786, 2.817, -5.532], [-3.300, 0.503, -4.802], [-2.884, -1.071, -3.165], [-1.790, -2.921, 2.828], [-3.035, -4.647, 4.113], [-4.477, -6.258, 2.915], [-4.656, -6.159, 0.454], [-3.407, -4.436, -0.816], [-1.564, 0.609, 2.797], [0.259, -0.096, 3.602], [1.436, 0.607, 3.379], [2.615, 0.161, 3.959], [2.615, -0.977, 4.758], [1.436, -1.678, 4.968], [0.252, -1.239, 4.389], [-1.219, 2.612, 3.380], [-0.922, 3.576, 2.424], [-0.718, 4.893, 2.820], [-0.820, 5.241, 4.160], [-1.122, 4.274, 5.112], [-1.325, 2.958, 4.724], [1.441, 1.495, 2.758], [3.535, 0.708, 3.785], [3.535, -1.315, 5.218], [1.435, -2.573, 5.578], [-0.666, -1.790, 4.551], [-0.851, 3.309, 1.376], [-0.476, 5.645, 2.079], [-0.667, 6.269, 4.466], [-1.204, 4.547, 6.158], [-1.557, 2.201, 5.466], [3.158, -3.018, 0.962], [3.261, -2.420, -0.797], [3.747, -3.809, -1.932], [4.363, -0.935, -0.947], [1.483, -2.069, -1.213], [0.311, -2.353, -1.203], [4.145, -3.262, 1.371], [2.533, -3.916, 1.002], [2.696, -2.256, 1.600], [4.625, -4.337, -1.546], [3.974, -3.458, -2.943], [2.920, -4.522, -1.996], [5.327, -1.126, -0.464], [3.900, -0.072, -0.461], [4.555, -0.687, -1.995], [-0.999, -4.187, -1.588], [-0.916, -3.011, -1.030], [1.622, 3.995, -6.363], [2.385, 3.014, -5.831], [3.255, 2.522, -6.491], [2.088, 2.606, -4.420], [0.918, 2.946, -3.748], [0.724, 2.561, -2.431], [1.681, 1.796, -1.767], [1.502, 1.308, -0.069], [2.849, 1.446, -2.445], [3.048, 1.851, -3.754], [1.009, 4.341, -5.709], [0.116, 3.494, -4.235], [-0.166, 2.872, -1.907], [3.599, 0.847, -1.938], [3.949, 1.581, -4.289]], "e_above_lowest_kcal_mol": 38.3, "lumo_energy_ev": -0.52, "e_tot_ha": -3154.620825, "homo_ha": -0.2932, "gap_ha": 0.2739}